(1)
# C43H52CdN6OSi

A structure of composition C43H52CdN6OSi (ωB97M-V with the def2-TZVPD basis set, the Open Molecules 2025 dataset).

```
104
Properties=species:S:1:pos:R:3
Cd 0.0281 0.9555 -0.9148
C -3.4372 4.0474 1.0072
C -3.6152 2.7838 1.8079
C -4.8631 2.4067 2.2904
C -5.0142 1.2647 3.0612
C -3.9060 0.4927 3.3704
C -2.6397 0.8330 2.9083
C -1.4402 -0.0189 3.2274
C -2.5106 1.9786 2.1108
N -1.2458 2.3164 1.5586
C -0.4165 2.9934 2.2256
C -0.6654 3.4938 3.6264
C 0.9278 3.3565 1.6272
C 1.5341 4.6517 2.1073
N 1.4926 2.5780 0.7961
C 2.8507 2.8094 0.4276
C 3.8654 2.4355 1.3223
C 3.5542 1.8090 2.6631
C 5.1922 2.6249 0.9459
C 5.5135 3.1634 -0.2881
C 4.4968 3.5228 -1.1609
C 3.1592 3.3549 -0.8236
C 2.0683 3.7701 -1.7767
H -4.4010 4.4438 0.6875
H -2.8264 3.8624 0.1247
H -2.9350 4.8185 1.6007
H -5.7258 3.0243 2.0583
H -5.9970 0.9765 3.4210
H -4.0185 -0.4016 3.9757
H -1.7163 -0.8311 3.9007
H -0.6417 0.5605 3.7014
H -1.0382 -0.4621 2.3114
H -1.5654 3.0374 4.0325
H -0.7934 4.5797 3.6333
H 0.1837 3.2579 4.2736
H 0.7744 5.4367 2.1231
H 2.3504 4.9535 1.4552
H 1.9235 4.5509 3.1243
H 2.6147 1.2564 2.6419
H 3.4830 2.5665 3.4495
H 4.3486 1.1199 2.9534
H 5.9809 2.3388 1.6358
H 6.5512 3.3032 -0.5702
H 4.7434 3.9481 -2.1290
H 2.4869 4.3430 -2.6041
H 1.3124 4.3819 -1.2790
H 1.5564 2.8985 -2.1914
N 3.7419 -1.4309 -2.1837
C 4.2585 -1.2798 -0.9194
C 3.5031 -0.3129 -0.3404
N 2.5329 0.1282 -1.2117
C 2.7038 -0.5643 -2.3215
C 1.9857 -0.3545 -3.5717
N 1.1172 0.6019 -3.7506
C 0.7361 0.5342 -5.0672
C 1.3975 -0.4797 -5.6936
N 2.1926 -1.0456 -4.7274
H 4.0498 -2.1077 -2.8547
H 5.0905 -1.8613 -0.5567
H 3.5959 0.0994 0.6519
H 0.0094 1.2198 -5.4812
H 1.3576 -0.8529 -6.7043
H 2.7636 -1.8588 -4.8617
C 1.8524 -3.3551 -0.0891
C 0.5286 -3.6145 0.6346
C 0.3161 -5.1342 0.7467
C 0.6265 -3.0450 2.0628
Si -0.7943 -2.5741 -0.2732
O -0.4112 -1.0323 -0.1820
C -1.0172 -3.1235 -2.0838
C -0.9107 -4.4419 -2.5473
C -1.1625 -4.7736 -3.8752
C -1.5620 -3.7904 -4.7722
C -1.7062 -2.4794 -4.3308
C -1.4178 -2.1506 -3.0109
C -2.5005 -2.8976 0.4755
C -3.0259 -4.1763 0.6998
C -4.3038 -4.3528 1.2156
C -5.0944 -3.2464 1.5102
C -4.6022 -1.9687 1.2767
C -3.3196 -1.8003 0.7671
H 2.6876 -3.8223 0.4531
H 2.0391 -2.2836 -0.1553
H 1.8389 -3.7621 -1.1095
H 1.1769 -5.5810 1.2600
H 0.2372 -5.6233 -0.2274
H -0.5725 -5.3776 1.3341
H 1.3669 -3.6105 2.6436
H -0.3353 -3.1104 2.5867
H 0.9296 -1.9925 2.0464
H -0.6430 -5.2365 -1.8567
H -1.0714 -5.8044 -4.2015
H -1.7708 -4.0459 -5.8060
H -2.0575 -1.7184 -5.0163
H -1.5393 -1.1232 -2.6760
H -2.4374 -5.0563 0.4492
H -4.6848 -5.3535 1.3840
H -6.0896 -3.3806 1.9176
H -5.2173 -1.1011 1.4910
H -2.9375 -0.7962 0.5916
C -1.1129 2.4763 -1.9166
H -0.8144 2.5284 -2.9664
H -0.9190 3.4455 -1.4481
H -2.1847 2.2643 -1.8577
```

Output
Net charge ... 0
Orbital gap ... 8.1 eV
LUMO level ... 0.23 eV
Maximum force ... 0.66 eV/Å
ΔE to the lowest compared entry with this formula, charge and spin ... 47.50 kJ/mol

Löwdin population analysis, charges in e, atoms 1 to 5: 1.345 -0.032 -0.209 -0.050 -0.095


(2)
# C9H8N2

An isolated molecule of C9H8N2 in a non-equilibrium geometry (ωB97M-V with the def2-TZVPD basis set, the Open Molecules 2025 dataset).

```
19
Properties=species:S:1:pos:R:3
C 1.4695 -1.0265 1.9109
C 0.1518 -1.1922 2.0001
N -0.6884 -0.1925 1.7079
C -0.5320 0.2452 0.3664
C -1.7960 0.0991 -0.2902
C -1.7129 0.2252 -1.7104
C -0.6088 0.6294 -2.4297
C 0.5758 0.8729 -1.7406
C 0.5746 0.6782 -0.3638
C 1.9043 0.7637 0.3119
N 2.2346 -0.0235 1.3742
H 2.0933 -1.8685 2.2045
H -0.3041 -1.9726 2.5460
H -1.6505 -0.2198 2.0441
H -2.6401 -0.2549 0.1940
H -2.6362 -0.0435 -2.1427
H -0.7359 0.8711 -3.4900
H 1.5158 1.2411 -2.2330
H 2.7850 1.1680 -0.2597
```

Output
Net charge ... 0
Orbital gap ... 7.7 eV
LUMO level ... 0.16 eV
Structure (SMILES) ... C1=CNc2ccccc2C=N1
Maximum force ... 6.19 eV/Å
ΔE to the lowest compared entry with this formula, charge and spin ... 276.77 kJ/mol

Löwdin population analysis, charges in e, atoms 1 to 5: -0.191 -0.152 0.016 -0.171 0.019


Question: What is the orbital gap in the first record?
Answer: 8.1 eV